{
  "formula": "C8H8NO6Sm",
  "method": "ωB97M-V with the def2-TZVPD basis set",
  "symbols": ["H", "H", "O", "C", "H", "O", "C", "C", "O", "N", "C", "H", "H", "C", "H", "O", "O", "C", "Sm", "O", "H", "C", "H", "C"],
  "positions_angstrom": [[-0.3881, 0.4678, 4.7638], [0.3853, -1.2379, 2.2250], [1.1569, -1.4424, -4.6878], [-1.1062, 0.9236, 4.0736], [0.8220, -0.4356, 3.7674], [-0.1745, 1.1114, -5.3407], [0.7742, -0.7961, -3.7914], [0.9884, -1.3708, -1.5457], [-0.0106, -4.5724, -2.6532], [-0.6071, 0.6013, 2.7348], [1.7231, 1.5344, -2.2275], [-1.1413, 2.0118, 4.2231], [-2.1058, 0.4945, 4.2375], [0.5911, -0.2677, 2.7062], [-2.0448, 1.7752, 1.8274], [-0.7782, 0.8212, 0.4573], [2.8455, 1.7298, -2.4758], [-0.3877, -4.0063, -3.5533], [-0.7188, 0.6706, -1.7885], [1.9145, -2.0695, -1.4755], [1.4474, 0.2309, 2.2233], [0.1595, 0.8218, -4.2604], [-2.1627, 1.9091, -1.0870], [-1.1821, 1.0953, 1.6475]],
  "atomic_forces_ev_per_a": [[-0.57, 0.42, 0.08], [0.01, 0.45, 0.13], [-1.31, 2.76, 3.46], [-0.40, 0.27, 0.46], [0.26, -0.19, -0.71], [1.57, -1.67, 3.92], [2.43, -6.05, -3.74], [4.32, -3.73, 1.75], [-0.23, 0.28, -0.56], [-0.17, 0.31, -1.54], [6.49, 1.31, -0.98], [0.04, -0.38, 0.02], [0.39, 0.11, -0.04], [0.01, -0.09, 0.05], [0.52, -0.46, -0.30], [0.10, -0.11, 0.58], [-5.65, -0.92, 1.20], [0.20, -0.31, 0.60], [-1.14, 0.12, 1.29], [-3.91, 2.91, -0.37], [-0.44, -0.14, 0.12], [-3.02, 5.52, -5.88], [-0.15, 0.09, -0.41], [0.65, -0.50, 0.85]],
  "e_above_lowest_ev": 3.040,
  "gap_ev": [7.3, 7.7],
  "total_charge": 2,
  "energy_ha": -1473.01566,
  "spin_multiplicity": 6
}

{
  "formula": "C4H7Cl2NO3",
  "method": "ωB97M-V with the def2-TZVPD basis set",
  "symbols": ["O", "O", "H", "C", "C", "Cl", "H", "C", "H", "Cl", "N", "H", "H", "H", "O", "H", "C"],
  "positions_angstrom": [[-1.3232, -2.2228, 0.0551], [-2.8092, -0.9498, 1.2187], [0.6249, -1.1094, -0.4261], [0.5924, -0.3155, 0.1996], [-0.6669, -0.2349, 0.9664], [-4.7633, -1.0070, -0.9855], [1.6851, 1.6336, -0.3746], [0.8398, 0.9680, -0.6575], [-1.0087, 0.5021, 1.6057], [-4.8211, 1.1710, 0.9553], [-1.6375, -1.0223, 0.7896], [1.3083, -0.5961, 0.9680], [-0.0571, 1.5725, -0.8001], [-2.2077, -2.5007, -0.2760], [-2.8458, 0.7072, -0.7742], [1.1545, 0.6717, -1.7109], [-3.8174, 0.3395, -0.2123]],
  "atomic_forces_ev_per_a": [[-0.99, 0.73, 0.06], [-0.08, -0.33, 0.56], [-0.49, -2.51, -1.85], [0.40, 2.66, 1.84], [-0.01, -0.42, -1.50], [0.12, 0.26, 0.41], [-0.71, -0.49, 0.45], [1.34, -0.08, -1.27], [0.17, 1.92, 1.15], [0.51, -0.02, -0.15], [-0.39, -2.77, -0.68], [0.89, 0.69, -0.08], [0.00, -0.12, 0.28], [0.49, 0.27, 0.32], [-0.28, 0.72, 0.60], [-0.55, 0.06, 1.25], [-0.42, -0.57, -1.37]],
  "e_above_lowest_ev": 2.354,
  "gap_ev": 10.0,
  "energy_ha": -1357.33513,
  "spin_multiplicity": 1
}

{
  "formula": "F12N6Na2O24S12",
  "method": "ωB97M-V with the def2-TZVPD basis set",
  "symbols": ["N", "S", "S", "F", "O", "S", "S", "O", "S", "O", "F", "N", "O", "O", "S", "O", "O", "O", "S", "S", "O", "O", "F", "O", "N", "F", "O", "O", "O", "S", "O", "Na", "N", "N", "O", "O", "S", "F", "O", "F", "F", "O", "O", "F", "N", "O", "F", "O", "F", "F", "S", "O", "Na", "S", "F", "O"],
  "positions_angstrom": [[-7.0998, 19.1473, 8.1290], [-11.4884, 21.7456, 11.7177], [-3.4978, 18.4753, 12.8439], [-8.4732, 26.2702, 11.8196], [-10.4550, 20.1429, 9.4178], [-4.7964, 20.1541, 13.6336], [-11.2447, 19.7436, 10.6201], [-10.9475, 22.6503, 10.6773], [-8.4826, 16.4919, 13.5120], [-6.1192, 19.6521, 13.5454], [-8.6739, 18.7829, 16.3892], [-7.1253, 24.5226, 11.3291], [-8.7708, 16.3420, 16.3738], [-6.2756, 17.2633, 9.6630], [-7.1217, 18.3999, 9.4554], [-12.7264, 19.4356, 10.5304], [-11.4542, 21.6460, 16.1371], [-4.6798, 19.0546, 7.0853], [-5.4531, 19.5967, 8.1564], [-8.5899, 22.5800, 15.8103], [-4.6319, 17.8740, 12.1204], [-7.5646, 22.1054, 12.2802], [-8.5636, 17.6939, 9.3754], [-7.0797, 16.1316, 13.4718], [-3.8159, 19.2197, 14.3765], [-10.6626, 18.2272, 10.7558], [-9.4808, 24.2045, 12.2849], [-10.1749, 22.3774, 18.1302], [-9.6017, 15.5202, 13.5935], [-8.5542, 24.7274, 11.2671], [-2.2711, 18.8932, 12.1798], [-8.4136, 19.8318, 12.9374], [-8.9053, 17.7886, 14.1450], [-9.9354, 23.6752, 15.9236], [-7.8222, 22.3129, 9.8079], [-9.1479, 25.0544, 9.9891], [-10.6433, 22.6485, 16.7901], [-4.9513, 21.3315, 14.6664], [-4.4269, 20.9772, 12.4642], [-8.7926, 17.1829, 12.0944], [-11.8057, 23.7310, 17.1188], [-7.5795, 22.6198, 16.8592], [-4.6692, 19.8054, 9.3802], [-5.7134, 22.5451, 10.8850], [-10.6194, 20.2246, 11.9263], [-12.9018, 21.8271, 12.0243], [-7.8199, 23.4654, 14.7121], [-6.6898, 17.6213, 15.9369], [-5.7590, 21.1546, 7.6735], [-10.8736, 22.3416, 13.1049], [-8.1237, 17.4385, 15.6779], [-8.7456, 21.4394, 14.9654], [-11.0429, 18.6300, 13.6615], [-7.2898, 22.8587, 11.0773], [-2.9848, 17.1308, 13.5563], [-7.4097, 19.3112, 10.5295]],
  "atomic_forces_ev_per_a": [[4.01, 0.89, -1.90], [2.24, 6.92, 3.03], [1.45, -4.62, -0.63], [0.36, 0.71, 0.43], [-3.21, -0.26, 2.76], [-3.57, 6.58, -1.32], [0.67, -6.56, -8.26], [-1.67, -3.36, 2.15], [-1.42, -4.36, -6.67], [-1.46, -0.87, 0.36], [-0.35, -0.97, -0.62], [5.30, -5.04, -0.49], [0.26, 0.76, -1.12], [0.41, 0.35, -0.47], [-3.55, -1.60, 4.91], [3.69, 1.48, 0.49], [1.04, -0.40, 0.25], [-0.48, -0.53, -0.86], [0.85, 3.48, 0.31], [6.00, 3.70, -4.03], [2.31, 2.27, 1.09], [-0.41, 1.03, -0.84], [0.14, -0.19, -1.14], [-2.29, -0.06, 0.77], [1.28, -0.95, -3.38], [-0.82, 0.14, 0.63], [2.24, 0.12, -1.88], [0.45, -0.55, -0.76], [2.57, 0.69, 0.11], [-11.25, 7.11, 1.45], [-1.74, 0.16, 0.71], [1.42, 0.84, -0.58], [2.06, 2.21, 6.54], [4.47, -2.50, -0.74], [0.48, 2.48, 2.80], [0.38, -1.13, -0.10], [-7.13, 0.44, 3.22], [0.30, 0.04, 1.38], [0.93, -2.52, 1.67], [0.51, -1.12, -0.72], [-0.90, 0.28, 0.57], [-2.33, -0.57, -0.37], [-2.40, -0.75, -1.78], [-1.15, 1.11, -0.03], [-2.56, 3.46, 1.22], [1.09, -1.21, -0.62], [-0.50, 0.58, 0.76], [-2.87, -0.79, -1.68], [0.31, -1.48, 0.14], [-0.67, -1.18, -1.34], [1.44, 3.24, 3.96], [-1.28, -1.30, 1.29], [-0.07, 0.09, -0.01], [4.10, -5.54, -1.73], [0.60, -0.39, 0.52], [0.76, -0.35, 0.56]],
  "e_above_lowest_ev": 9.898,
  "gap_ev": 5.9,
  "total_charge": -4,
  "energy_ha": -8435.27384,
  "spin_multiplicity": 1
}

{
  "formula": "C26H28N2S2ScSi",
  "method": "ωB97M-V with the def2-TZVPD basis set",
  "symbols": ["H", "C", "C", "N", "H", "S", "C", "H", "C", "C", "H", "H", "H", "S", "H", "H", "H", "C", "C", "H", "H", "Si", "H", "H", "H", "C", "C", "H", "C", "C", "C", "H", "H", "C", "H", "C", "H", "C", "C", "C", "C", "C", "H", "H", "C", "H", "H", "H", "H", "H", "C", "C", "C", "C", "Sc", "H", "N", "C", "C", "H"],
  "positions_angstrom": [[1.7013, -1.5116, -0.9486], [3.5355, -1.4622, -6.7660], [-1.3262, 0.1420, -5.0378], [0.4800, -1.5113, 1.0947], [0.6615, 2.5470, -1.8441], [-2.9252, -4.5434, -0.8738], [-0.0569, 2.0015, -1.2030], [2.3519, 0.4201, 1.5196], [2.3980, 0.1069, -5.3155], [3.4328, -0.1816, -6.2085], [-4.3526, 1.6842, -5.2811], [4.3639, -1.7018, -7.4334], [0.1800, -4.4811, 2.5786], [1.3248, -2.4602, 3.3712], [1.1670, 1.7113, 0.6098], [-4.0349, -1.4338, -1.4618], [-3.7066, 1.7682, -7.6692], [-3.4095, -2.0272, -2.1530], [1.5149, -2.1323, -5.6026], [0.2510, 1.0657, -3.3372], [2.6232, -3.4060, -6.9890], [0.0219, -0.3322, -3.8626], [0.7342, -2.8679, -5.4373], [-4.0308, -2.6985, -2.7659], [-1.4206, -5.3162, 0.9317], [-2.5459, -2.8528, -1.2551], [-1.4428, 1.7325, -1.4647], [-2.8190, 0.6457, -3.5783], [-3.3883, 1.2787, -5.5699], [-2.5438, 0.6995, -4.6243], [-0.0491, -2.8022, 1.2578], [-2.8847, -1.3408, -2.8573], [-1.9747, 2.0320, -2.3641], [-1.8508, 0.7138, -7.3352], [-1.5893, 0.7081, -8.3911], [-1.6247, -4.5190, 0.2478], [4.1512, 0.5920, -6.4927], [-2.0566, 1.1839, -0.2807], [0.2648, 1.4515, 0.0704], [1.8183, 0.1337, 2.4264], [1.5323, -1.6191, -2.0610], [1.4461, -0.8767, -4.9751], [2.5441, 0.0245, 3.2357], [-0.1526, -0.4395, -6.7553], [-0.9822, 0.9676, 0.6587], [0.4644, -1.5911, -2.2679], [-3.1348, 1.0388, -0.1203], [1.1004, 0.9200, 2.7025], [2.1906, -0.9303, -2.6024], [2.2899, 1.1083, -4.9051], [-1.0238, 0.0922, -6.4097], [2.5654, -2.4266, -6.4914], [1.1716, -1.1738, 2.1661], [-1.0365, -3.2728, 0.3641], [-0.5095, -0.3634, -1.0856], [-1.0956, 0.6817, 1.7085], [-1.6190, -2.3167, -0.4685], [0.4051, -3.4661, 2.3692], [-3.0381, 1.3164, -6.9246], [1.8886, -2.6225, -2.3514]],
  "atomic_forces_ev_per_a": [[0.34, -0.22, -0.96], [-0.14, 0.15, 0.10], [-0.12, -0.06, -0.87], [-0.40, -0.48, 1.04], [-0.72, -0.68, 0.37], [1.24, 1.74, -0.21], [-0.38, -0.02, 0.68], [0.07, 0.14, 0.22], [0.05, -0.52, -0.21], [-0.06, -0.15, 0.00], [0.10, 0.03, 0.11], [-0.26, 0.10, 0.12], [-0.16, -0.56, 0.48], [0.05, 0.87, -1.11], [-0.16, -0.52, -0.27], [-0.04, -0.14, -0.55], [0.31, -0.15, 0.46], [-0.31, -0.11, -0.26], [0.61, 0.30, -0.21], [1.03, -0.33, -0.36], [-0.08, 0.50, 0.34], [-2.17, 0.86, -0.20], [0.08, -0.04, 0.08], [0.02, 0.43, 0.25], [0.03, -0.52, -0.13], [-0.14, -0.15, 0.98], [-0.15, 0.90, 0.44], [-0.13, 0.16, -0.04], [-0.24, 0.00, -0.22], [0.23, -0.11, -0.93], [2.06, 0.42, 1.66], [0.01, -0.59, 0.65], [0.26, -0.10, 0.27], [-0.32, -0.06, -0.19], [-0.04, -0.03, 0.16], [0.39, 1.23, 0.64], [-0.22, -0.27, 0.17], [1.55, 0.66, 0.39], [-1.73, 1.75, 0.05], [0.39, 0.08, 0.06], [2.32, -1.10, 2.85], [0.29, 0.10, -0.02], [-0.09, 0.13, -0.09], [0.19, 0.17, -0.04], [-0.59, 1.71, 0.18], [0.27, -0.48, -1.05], [0.75, -0.23, -0.11], [0.18, -0.31, -0.12], [-0.69, 0.15, 0.10], [0.13, -0.13, -0.04], [-0.74, 0.42, 0.14], [-0.23, -0.02, 0.16], [-0.33, -1.03, 0.10], [-2.16, -0.96, -1.75], [0.85, -2.65, -0.72], [0.01, -0.17, -0.63], [-0.13, -0.99, -1.48], [-0.54, 0.62, -0.88], [0.02, -0.08, 0.13], [-0.35, 0.31, 0.25]],
  "e_above_lowest_ev": 2.245,
  "gap_ev": 6.3,
  "total_charge": 1,
  "energy_ha": -2963.40327,
  "spin_multiplicity": 1
}